No. 1
Molecular formula: C5H9ClNOPS
Method: DFT, ωB97M-V/def2-TZVPD

The calculation puts the LUMO energy (alpha / beta) at 0.01294 / -0.10428 hartree. The calculation puts the calculated total energy at -1525.4371 Eh. As for the expectation value of S²: 2.0121. As for the total charge: 0. As for the multiplicity: 3.

Geometry as XYZ:
```
19
Properties=species:S:1:pos:R:3:mulliken_spin:R:1
C 0.52258 0.33835 -0.63141 0.040
C 0.36287 -0.92581 -0.13531 0.031
C 1.48541 1.13038 0.16363 0.017
C 0.12394 0.76436 -2.03270 0.026
C 0.11596 -1.05281 2.19922 0.014
N -2.24234 0.01824 -0.22382 0.701
O 0.85913 -1.38704 1.01360 0.006
P -2.38733 -1.12332 -1.25438 0.854
S -0.64810 -2.17690 -0.90575 0.194
Cl -3.35392 1.28377 0.06900 0.116
H 2.30285 0.45444 0.31539 0.003
H 1.74881 2.12512 -0.30308 -0.002
H 0.97106 1.37291 1.16081 0.004
H -0.97106 0.81861 -2.12065 0.007
H 0.46563 -0.03085 -2.60957 -0.004
H 0.78412 1.55175 -2.34686 0.000
H -0.88200 -0.80648 1.97588 -0.006
H 0.61042 -0.34454 2.85852 0.000
H 0.13197 -2.01017 2.80746 0.000
```

---

No. 2
Molecular formula: C23H20BrIN2O5S2Sn
Method: DFT, ωB97M-V/def2-TZVPD

The calculation puts the LUMO energy at -0.35518 hartree. The calculation puts the calculated total energy at -5255.9583 Eh. As for the total charge: +2.

Geometry as XYZ:
```
55
Properties=species:S:1:pos:R:3:nbo_charge:R:1
Sn -0.71290 -0.46854 -3.08962 1.566
C 3.04905 5.78674 0.35915 -0.647
C 2.60383 4.37565 0.12218 0.065
C 1.25564 4.02534 0.16474 -0.203
C 0.83647 2.72438 -0.06086 -0.204
C 1.80315 1.76096 -0.31705 -0.343
C 3.16159 2.07425 -0.37472 -0.169
C 3.54704 3.38029 -0.15686 -0.194
S 1.41495 0.09499 -0.62541 2.285
O 1.37198 -0.18065 -2.05878 -0.991
O 2.20435 -0.78013 0.18244 -0.884
N -0.24051 -0.12305 -0.25789 -0.599
C -0.68010 -0.11610 0.94088 0.246
C 0.08809 0.28093 2.13743 -0.066
C -0.55440 0.54470 3.29389 -0.249
C -1.96927 0.38173 3.39186 0.154
C -2.74737 -0.11621 2.35213 -0.214
C -4.12946 -0.37488 2.48729 -0.020
C -4.78759 -0.96966 1.43866 -0.246
C -4.05280 -1.30635 0.30035 0.181
N -2.74384 -1.04964 0.14239 -0.397
C -2.12276 -0.45132 1.12299 0.326
H 2.21905 6.42825 0.64626 0.230
H 3.50319 6.19881 -0.54315 0.249
H 3.80352 5.82252 1.14559 0.244
H 0.51342 4.78683 0.36752 0.233
H -0.22168 2.49754 -0.07047 0.243
H 3.90103 1.30847 -0.57186 0.248
H 4.59836 3.63451 -0.19801 0.243
H 1.16090 0.39164 2.06194 0.271
H -0.00586 0.87756 4.16412 0.271
H -2.45255 0.62386 4.33359 0.252
H -4.64103 -0.12147 3.40790 0.254
H -5.84338 -1.19493 1.48462 0.268
H -4.53453 -1.80835 -0.53030 0.236
C -3.17508 2.79258 -3.27587 -0.886
S -2.30543 1.72533 -2.19001 2.385
O -2.42945 2.18366 -0.83907 -0.947
O -2.77317 0.32521 -2.41342 -1.047
O -0.86670 1.67781 -2.67664 -1.081
H -4.11945 3.05070 -2.80221 0.276
H -3.33486 2.27850 -4.22003 0.269
H -2.56344 3.68229 -3.41358 0.277
Br -0.38352 -6.86900 -2.20390 0.114
C 0.98805 -6.10600 -1.15622 -0.121
C 2.00795 -6.92963 -0.69821 -0.213
C 3.03588 -6.40496 0.06819 -0.171
C 3.05523 -5.05351 0.38382 -0.217
C 2.04012 -4.22482 -0.06486 -0.172
C 1.00992 -4.75752 -0.82750 -0.207
I -0.51282 -3.46464 -1.46433 0.161
H 1.98897 -7.98042 -0.95075 0.248
H 3.82567 -7.05686 0.41502 0.239
H 3.86173 -4.63977 0.97336 0.232
H 2.05485 -3.16760 0.16334 0.220
```

---

No. 3
Molecular formula: C16H28Cl2IrNP
Method: DFT, ωB97M-V/def2-TZVPD

The calculation puts the LUMO energy (alpha / beta) at -0.01101 / -0.12208 hartree. The calculation puts the calculated total energy at -2046.9829 Eh. As for the expectation value of S²: 8.7873. As for the total charge: 0. As for the multiplicity: 6.

Geometry as XYZ:
```
49
Properties=species:S:1:pos:R:3:mulliken_spin:R:1
Ir -0.49251 1.00557 1.08707 1.914
Cl 1.34304 1.72452 -0.02123 0.120
Cl -2.32626 -0.01265 1.95931 0.120
H -1.26240 1.21420 -0.31190 0.366
H 0.01786 -0.45486 0.65513 0.232
P 0.30999 -2.23684 -2.64341 0.635
C 2.09119 -2.27956 -2.24284 0.049
C -0.97499 -3.10036 -1.63902 0.074
C 0.12967 -0.59204 -3.47905 0.061
C 2.41979 -2.03413 -0.76990 0.083
H 2.53292 -1.43567 -2.80357 -0.008
C 2.71018 -3.58034 -2.77764 0.020
H 2.27392 -4.46425 -2.29478 0.005
H 3.78301 -3.56909 -2.57231 0.007
H 2.56534 -3.65129 -3.86160 -0.016
H 2.00929 -1.08338 -0.40485 -0.048
H 3.51395 -2.00239 -0.66098 0.008
H 2.04544 -2.83829 -0.13382 0.000
H 0.99188 0.02294 -3.15138 -0.007
C -1.13880 0.18371 -3.12131 -0.091
C 0.24195 -0.89690 -4.98573 0.046
H 1.27763 -1.13321 -5.25498 0.000
H -0.07525 -0.02399 -5.56186 0.007
H -0.39954 -1.75213 -5.24711 -0.010
H -1.18033 0.44075 -2.05195 0.031
H -2.04092 -0.37113 -3.40375 0.002
H -1.14429 1.12512 -3.68655 0.008
C -0.55829 -3.51833 -0.22351 0.079
H -1.03568 -4.02053 -2.25221 0.034
C -2.36697 -2.44877 -1.66316 0.017
H 0.48654 -3.83518 -0.20619 0.000
H -1.15358 -4.39065 0.08732 0.000
H -0.71803 -2.71383 0.50752 -0.020
H -2.42571 -1.58814 -0.98011 -0.013
H -3.11406 -3.18885 -1.34693 0.001
H -2.64566 -2.14854 -2.67426 0.003
N -0.37556 2.17574 2.51397 0.237
C -0.30145 2.89905 3.42630 0.270
C -0.28733 3.84984 4.47731 0.125
C -0.12268 5.22196 4.18441 0.255
C -0.34430 6.17256 5.18098 -0.131
C -0.66783 5.76430 6.48370 0.349
C -0.70785 4.39926 6.80344 -0.129
C -0.49226 3.44060 5.81493 0.261
H 0.15857 5.51994 3.17472 0.021
H -0.26899 7.23522 4.94030 -0.008
H -0.87080 6.51154 7.25247 0.029
H -0.91337 4.08176 7.82949 -0.006
H -0.49645 2.37675 6.04954 0.021
```

---

No. 4
Molecular formula: C21H40N2O2PdSi4Te
Method: DFT, ωB97M-V/def2-TZVPD

The calculation puts the LUMO energy (alpha / beta) at 0.01258 / -0.06765 hartree. The calculation puts the calculated total energy at -2638.1601 Eh. As for the expectation value of S²: 2.0158. As for the total charge: 0. The calculation puts the relative energy (zero: lowest compared OMol25 entry of this formula, charge and spin) at 18.5 kJ/mol. As for the multiplicity: 3.

Geometry as XYZ:
```
71
Properties=species:S:1:pos:R:3:mulliken_spin:R:1
Pd -0.66263 0.22102 0.17631 0.965
O -1.87616 -1.10379 -0.93216 0.130
C -3.17925 -1.13499 -0.99059 -0.008
C -3.80911 -2.38659 -1.18941 0.024
C -5.17283 -2.51055 -1.32301 -0.003
C -5.99411 -1.38126 -1.25966 0.008
C -5.40575 -0.15436 -1.04729 -0.005
C -4.02115 -0.00094 -0.89638 -0.004
C -3.46736 1.31941 -0.61740 -0.002
N -2.19379 1.66097 -0.51278 0.083
C -2.14830 3.01121 -0.22482 -0.005
C -3.40797 3.50102 -0.16791 0.003
N -4.22969 2.42358 -0.42104 0.006
H -3.15991 -3.25246 -1.24864 -0.001
H -5.61116 -3.48794 -1.48396 0.000
H -7.06642 -1.46585 -1.37331 0.000
H -6.05184 0.71633 -1.01051 0.000
H -1.21501 3.52965 -0.09930 0.007
H -3.78902 4.48653 0.03349 0.001
H -5.23215 2.44056 -0.40401 0.001
C -3.23593 -0.70695 4.19798 0.014
C -2.89578 -0.90722 2.74231 -0.013
C -2.58885 -2.31106 2.28693 0.003
O -2.87437 0.02575 1.96782 0.012
H -4.20585 -1.16504 4.41004 -0.001
H -3.27751 0.35502 4.42928 -0.002
H -2.49458 -1.19796 4.83192 0.000
H -1.94406 -2.82168 3.00424 -0.004
H -2.12477 -2.28152 1.30330 -0.003
H -3.52423 -2.87252 2.20818 -0.001
C 4.04236 -1.02592 2.43358 0.003
Si 3.92949 0.43301 1.26735 0.081
C 5.39309 0.42775 0.10305 0.013
C 3.98706 2.02202 2.25781 0.018
Si 1.83907 0.28661 0.14881 0.010
Te 0.49281 0.66715 2.35208 0.652
Si 1.72921 -1.86374 -0.85714 0.038
C 0.73312 -1.99939 -2.42420 0.004
C 1.18791 -3.10441 0.43372 -0.006
C 3.49714 -2.28595 -1.36030 0.003
Si 1.66757 2.00724 -1.46738 -0.027
C 1.55030 3.64197 -0.54577 0.007
C 3.27476 2.06433 -2.45030 -0.002
C 0.29577 1.77757 -2.73183 0.002
H 4.90900 -0.92669 3.09516 0.000
H 4.13623 -1.96997 1.88989 0.001
H 3.14435 -1.08165 3.05411 0.004
H 6.31782 0.44236 0.68985 0.003
H 5.39422 1.30686 -0.54090 -0.001
H 5.41249 -0.45593 -0.53516 -0.003
H 4.86945 2.03677 2.90552 0.001
H 3.10208 2.12446 2.89039 -0.001
H 4.03231 2.89618 1.60202 0.001
H -0.29730 -1.66234 -2.29791 0.000
H 0.71970 -3.04973 -2.72994 0.002
H 1.20149 -1.41748 -3.22426 0.000
H 0.17382 -2.88548 0.78039 0.002
H 1.85319 -3.07442 1.30176 -0.002
H 1.19688 -4.12034 0.02578 0.000
H 3.92947 -1.50758 -1.99578 0.001
H 3.49566 -3.21915 -1.93449 0.000
H 4.15365 -2.42346 -0.49659 -0.001
H 2.54619 3.92840 -0.19451 0.000
H 0.90898 3.56942 0.33691 0.000
H 1.17304 4.44495 -1.18530 -0.001
H 4.10880 2.37631 -1.81876 0.000
H 3.19376 2.78290 -3.27334 -0.001
H 3.52392 1.08885 -2.88087 0.000
H -0.45175 1.04653 -2.42079 -0.007
H 0.72186 1.43446 -3.67864 0.000
H -0.22945 2.71916 -2.91362 0.000
```

---

No. 5
Molecular formula: C32H46FIN2O2S
Method: DFT, ωB97M-V/def2-TZVPD

The calculation puts the LUMO energy at 0.00491 hartree. The calculation puts the calculated total energy at -2302.4641 Eh. As for the total charge: 0. Its SMILES is CCCCCCCCCCCCCc1cc2c(cc1CC(=O)N(C)C)N(F)c1cc(C[C@@H](C)I)c(O)cc1S2.

Geometry as XYZ:
```
85
Properties=species:S:1:pos:R:3:mulliken_charge:R:1
C 0.07499 -1.72296 5.08315 -0.425
C 0.81329 -2.92694 5.79634 -0.722
C 1.68688 -3.82861 4.84457 -0.602
C 2.60669 -3.03394 3.82126 -0.591
C 2.46808 -3.70783 2.39092 -1.067
C 1.35478 -3.04542 1.47789 -0.290
C -0.06452 -3.74935 1.62746 -0.286
C -0.86535 -3.70877 0.24626 -0.313
C -2.35210 -4.17621 0.43812 -0.790
C -3.32307 -3.79348 -0.74097 -0.801
C -3.24994 -2.20575 -0.96975 0.704
C -4.66649 -1.53059 -1.08284 -0.845
C -4.61715 0.08222 -0.98531 -1.108
C -3.15675 0.51842 -1.34017 0.252
C -2.72946 0.61442 -2.73130 -0.298
C -1.35742 0.97277 -3.12836 0.456
C -0.36001 1.23886 -2.09673 -0.557
C -0.80215 1.16398 -0.68729 -0.513
C -2.15478 0.80983 -0.29865 1.009
C -2.62868 0.71013 1.19856 -0.333
C -1.45005 0.97550 2.19467 -0.599
O -0.56278 0.14556 2.23445 -0.445
N -1.31364 2.14316 3.02997 0.120
C -1.86067 3.36155 2.39412 -0.804
C -1.82527 1.93035 4.39536 -0.623
N 1.02858 1.56309 -2.29878 0.126
F 1.86799 0.46110 -2.14203 -0.256
C 1.29802 2.29418 -3.51002 -0.332
C 2.45087 3.21474 -3.45721 -0.197
C 2.91206 4.00998 -4.58257 0.507
C 4.16495 4.93070 -4.46351 -0.718
C 5.11159 4.60477 -3.26136 -0.585
C 5.65511 3.10552 -3.24644 -0.824
I 6.90486 5.88452 -3.32304 0.021
C 2.17795 3.89907 -5.84696 -0.174
O 2.59769 4.62479 -6.96976 -0.558
C 1.02932 2.99254 -5.90898 -0.421
C 0.57747 2.19177 -4.77800 0.450
S -0.85144 1.05857 -4.86997 -0.355
H -1.04496 -1.76752 5.20854 0.331
H 0.28480 -1.67663 3.98587 -0.108
H 0.40376 -0.72877 5.50763 0.227
H 1.36459 -2.54036 6.69505 0.307
H 0.00286 -3.59681 6.21193 0.260
H 2.38903 -4.41424 5.51044 0.329
H 1.08584 -4.59126 4.28602 0.285
H 2.42558 -1.93161 3.79178 0.365
H 3.68708 -3.16933 4.11717 0.378
H 3.47368 -3.57590 1.88946 0.376
H 2.32439 -4.82536 2.45331 0.383
H 1.29493 -1.93127 1.59318 0.014
H 1.68390 -3.22590 0.40941 0.537
H -0.67455 -3.14005 2.35876 0.017
H 0.01758 -4.82371 1.94095 0.337
H -0.29471 -4.34981 -0.48457 0.399
H -0.76653 -2.63974 -0.10609 0.047
H -2.74712 -3.70775 1.37906 0.227
H -2.33063 -5.28784 0.61287 0.477
H -2.91570 -4.29220 -1.66745 0.335
H -4.37220 -4.13495 -0.55216 0.367
H -2.73442 -1.81376 -0.04714 -0.663
H -2.61330 -2.07873 -1.88728 0.192
H -5.09893 -1.78100 -2.08980 0.290
H -5.28871 -1.96070 -0.24593 0.380
H -5.37731 0.53550 -1.67715 0.486
H -4.91798 0.35594 0.05544 0.107
H -3.51405 0.39342 -3.50142 0.343
H -0.04492 1.37622 0.11110 0.358
H -2.97794 -0.34368 1.38983 0.281
H -3.53157 1.36375 1.37718 0.544
H -1.43080 4.29387 2.83217 0.313
H -2.98514 3.32241 2.40026 0.303
H -1.54813 3.32823 1.30965 0.211
H -2.95110 1.88428 4.39723 0.306
H -1.35459 1.00451 4.83042 0.039
H -1.53419 2.76276 5.09921 0.324
H 3.00472 3.30400 -2.48886 0.244
H 3.77290 5.98098 -4.30780 0.361
H 4.71558 4.93911 -5.44171 0.425
H 4.65432 4.80708 -2.25498 0.523
H 5.23605 2.52531 -4.10788 0.257
H 6.76292 3.03092 -3.14271 0.375
H 5.22755 2.62772 -2.31501 0.229
H 2.14096 5.48417 -6.99367 0.328
H 0.50698 2.93649 -6.89537 0.338
```